Record 1
Entry from OMol25: 2 unconnected molecules or ions with the total composition C4H7NO3 (wB97M-V/def2-TZVPD).

Charge   0
Kohn-Sham gap   9.582 eV
Largest force on an atom   3.097 eV/Å
DFT total energy   -11889.655 eV
Relative energy (zero: lowest compared OMol25 entry of this formula, charge and spin)   542.4 kJ/mol

Last column: Löwdin charge in e.
Atoms and positions in Å:
C: 1.5823 2.4963 -1.1385  -0.022
C: -0.5156 -0.8727 1.5896  -0.026
C: -1.3678 -0.7139 -0.7723  -0.021
C: -0.2536 -0.4130 0.1887  -0.281
N: 0.7986 0.1596 -0.2426  -0.260
O: 1.6143 2.9030 -2.2207  0.032
O: 0.9426 0.6199 -1.4233  -0.118
O: 1.8116 0.3827 0.6602  0.052
H: 2.3749 1.1442 0.4329  0.087
H: -1.5607 -0.8601 1.6763  0.048
H: 0.0140 -0.2804 2.3890  0.103
H: -0.4079 -1.9849 1.8219  0.116
H: -2.2047 0.0212 -0.7154  0.106
H: -1.7529 -1.6976 -0.4117  0.088
H: -1.0748 -0.9043 -1.8341  0.096



Record 2
Entry from OMol25: a single C5H12N2 molecule (wB97M-V/def2-TZVPD).

Charge   0
Kohn-Sham gap   9.454 eV
Largest force on an atom   4.194 eV/Å
SMILES string   CCC/C(N)=C/N
DFT total energy   -8357.092 eV
Relative energy (zero: lowest compared OMol25 entry of this formula, charge and spin)   293.7 kJ/mol

Last column: Löwdin charge in e.
Atoms and positions in Å:
C: 2.2086 -1.4483 1.2641  -0.134
C: 1.0833 -0.3035 1.2757  -0.226
C: 0.9857 0.3424 -0.2280  -0.165
C: -0.4965 0.2827 -0.5107  -0.338
N: -1.1575 -1.0527 -0.4414  0.034
C: -1.1849 1.3883 -1.0410  -0.190
N: -2.5699 1.2446 -1.0690  -0.020
H: 3.2689 -1.2379 0.8787  0.074
H: 1.8569 -2.1053 0.3942  0.074
H: 2.3769 -2.0848 2.1637  0.055
H: 1.1559 0.5568 2.0094  0.095
H: 0.0771 -0.7540 1.6144  0.100
H: 1.0259 1.5451 -0.1342  0.133
H: 1.6285 0.0108 -1.0520  0.102
H: -1.5552 -1.1307 -1.3809  0.066
H: -2.0093 -1.0446 0.1624  0.084
H: -0.8260 2.2786 -1.6152  0.117
H: -2.8917 1.9677 -0.3915  0.098
H: -2.9767 1.5450 -1.8988  0.040



Record 3
Entry from OMol25: a molecular structure, C36H23F4MgN6S2Te (wB97M-V/def2-TZVPD).

Charge   +1
Kohn-Sham gap   3.430 eV
Largest force on an atom   0.605 eV/Å
DFT total energy   -91916.813 eV
Relative energy (zero: lowest compared OMol25 entry of this formula, charge and spin)   19.2 kJ/mol

Last column: Löwdin charge in e.
Atoms and positions in Å:
Mg: 1.2143 -0.8616 -0.1533  0.145
S: -0.0896 -2.5420 -1.5945  0.706
C: -1.5048 -1.6507 -1.6109  -0.667
N: -2.6954 -2.1919 -1.7607  -0.083
C: -3.9082 -1.3757 -1.7711  -0.083
C: -3.7538 -0.2838 -0.7552  -0.086
N: -2.5602 0.4981 -1.0993  -0.066
C: -2.6551 1.9575 -0.8515  -0.097
C: -2.5985 2.2581 0.6239  -0.225
C: -3.7473 2.2109 1.4082  -0.046
C: -3.6757 2.4540 2.7711  -0.065
C: -2.4538 2.7587 3.3554  -0.075
C: -1.3092 2.8276 2.5761  -0.084
C: -1.3807 2.5773 1.2146  -0.080
C: -1.4558 -0.1045 -1.4618  -0.678
S: -0.0150 0.7290 -1.7543  0.672
C: -2.9209 -3.6496 -1.8297  -0.100
C: -3.6157 -4.1147 -0.5775  -0.228
C: -4.9245 -4.5765 -0.6170  -0.050
C: -5.5612 -4.9716 0.5526  -0.069
C: -4.8914 -4.8949 1.7638  -0.070
C: -3.5824 -4.4302 1.8076  -0.059
C: -2.9429 -4.0449 0.6413  -0.037
H: -4.7470 -2.0181 -1.5094  0.132
H: -4.0715 -0.9715 -2.7742  0.150
H: -3.6415 -0.6845 0.2564  0.144
H: -4.6117 0.3832 -0.7731  0.132
H: -3.6003 2.2773 -1.2917  0.137
H: -1.8425 2.4394 -1.3851  0.084
H: -4.7093 2.0028 0.9546  0.109
H: -4.5732 2.4201 3.3731  0.109
H: -2.3970 2.9520 4.4181  0.110
H: -0.3570 3.0675 3.0298  0.113
H: -0.4866 2.6185 0.6056  0.095
H: -1.9527 -4.1254 -1.9549  0.079
H: -3.5231 -3.8479 -2.7182  0.140
H: -5.4458 -4.6439 -1.5650  0.116
H: -6.5776 -5.3385 0.5155  0.109
H: -5.3868 -5.2007 2.6749  0.109
H: -3.0556 -4.3711 2.7504  0.111
H: -1.9214 -3.6811 0.6814  0.080
Te: -0.3661 -0.9014 1.9710  0.875
C: 0.7189 -0.5430 3.7448  -0.648
C: 0.0178 -0.1245 4.8710  -0.172
C: 0.6875 0.1033 6.0654  -0.087
C: 2.0599 -0.0775 6.1467  -0.089
C: 2.7615 -0.4924 5.0243  -0.091
C: 2.0949 -0.7271 3.8302  -0.167
H: -1.0524 0.0289 4.8204  0.084
H: 0.1313 0.4250 6.9362  0.105
H: 2.5797 0.1007 7.0782  0.104
H: 3.8320 -0.6423 5.0778  0.104
H: 2.6558 -1.0692 2.9680  0.076
F: 3.2661 1.4859 -1.6575  0.102
C: 4.3094 1.7936 -2.4314  -0.122
C: 4.4755 3.0664 -2.8099  -0.122
F: 3.6016 3.9673 -2.4072  0.162
C: 5.5874 3.4934 -3.6565  -0.001
C: 6.4862 2.4123 -4.0521  -0.123
C: 6.3076 1.1392 -3.6708  -0.130
F: 7.1715 0.2203 -4.0695  0.155
C: 5.2005 0.7204 -2.8273  0.007
C: 5.0264 -0.5748 -2.4498  -0.101
C: 3.9501 -0.9981 -1.5984  -0.059
N: 3.1225 -1.3407 -0.8804  0.180
C: 5.8668 -1.6717 -2.8396  -0.161
N: 6.4669 -2.6118 -3.1080  0.227
F: 7.5201 2.7074 -4.8130  0.166
C: 5.7679 4.7796 -4.0353  -0.097
C: 4.8952 5.8539 -3.6433  -0.145
N: 4.2506 6.7537 -3.3429  0.236
C: 6.8493 5.2188 -4.8746  -0.144
N: 7.6855 5.6477 -5.5322  0.240



Record 4
Entry from OMol25: a single C11H12N2 molecule (wB97M-V/def2-TZVPD).

Charge   0
Kohn-Sham gap   8.906 eV
Largest force on an atom   7.136 eV/Å
SMILES string   Cc1c(N)cccc1-n1cccc1
DFT total energy   -14579.915 eV
Relative energy (zero: lowest compared OMol25 entry of this formula, charge and spin)   213.6 kJ/mol

Last column: Löwdin charge in e.
Atoms and positions in Å:
C: 0.2868 -1.8800 -0.1259  -0.040
C: 0.8656 -0.5143 -0.0300  -0.168
C: 2.1930 -0.2172 0.0158  -0.307
N: 3.1354 -1.2460 0.3358  0.075
C: 2.6771 1.0997 -0.0941  -0.032
C: 1.7704 2.1670 -0.1566  -0.063
C: 0.3675 1.9785 -0.2210  -0.004
C: -0.0329 0.6318 -0.0990  -0.143
N: -1.4647 0.4574 -0.1706  -0.141
C: -2.1212 0.6116 1.0843  -0.068
C: -3.3561 0.1660 0.8546  -0.094
C: -3.4086 -0.3013 -0.5556  -0.062
C: -2.1786 0.0281 -1.1480  -0.121
H: 0.6378 -2.4031 0.7759  0.077
H: -0.7914 -1.9754 -0.0430  0.076
H: 0.8498 -2.5649 -0.8688  0.116
H: 2.8130 -2.2093 0.2089  0.068
H: 4.1198 -0.9107 -0.0636  0.148
H: 3.6709 1.2308 0.2074  0.088
H: 2.1216 3.1346 -0.0799  0.072
H: -0.4442 2.6892 -0.1500  0.114
H: -1.5463 0.9524 1.9377  0.124
H: -4.1676 -0.1982 1.4692  0.089
H: -4.2441 -0.8081 -0.9391  0.059
H: -1.7529 0.0813 -2.1444  0.137



Record 5
Entry from OMol25: a molecular structure, C25H31N5NiO7PS4 (wB97M-V/def2-TZVPD).

Charge   -1
Kohn-Sham gap (alpha / beta)   6.884 / 7.427 eV
Largest force on an atom   0.249 eV/Å
2S+1   3
DFT total energy   -141889.739 eV
Relative energy (zero: lowest compared OMol25 entry of this formula, charge and spin)   0.0 kJ/mol

Last column: Mulliken spin population.
Atoms and positions in Å:
Ni: -0.5804 0.3499 0.1873  1.558
O: -0.1499 -3.9795 4.2334  0.000
C: 0.1383 -2.8164 4.7862  -0.001
O: 0.4425 -2.7098 5.9532  0.000
C: 0.0874 -1.6198 3.9046  0.009
C: 0.3551 -0.3392 4.3405  -0.002
N: 0.2285 0.4724 3.2780  -0.005
N: -0.1043 -0.1991 2.1822  0.030
C: -0.2036 -1.4674 2.5294  -0.010
C: -0.6204 -2.4230 1.4492  -0.002
O: -0.7306 -3.6274 1.7319  -0.002
O: -0.8212 -1.8898 0.3224  0.045
H: -0.3801 -3.8875 3.2522  0.000
H: 0.6169 0.0168 5.3215  0.000
H: 0.3378 1.4714 3.2112  -0.002
C: 4.0616 -0.0853 1.0838  0.004
O: 2.6942 0.3126 0.9739  -0.002
P: 1.7538 -0.2108 -0.2205  0.079
O: 2.5806 0.1597 -1.5675  0.005
C: 2.1384 1.2315 -2.4053  0.002
O: 2.1283 -1.7770 -0.1401  0.004
C: 1.6109 -2.6327 -1.1711  0.002
H: 4.5986 0.1281 0.1585  0.000
H: 4.1309 -1.1487 1.3077  0.000
H: 4.4911 0.4942 1.8978  0.000
H: 2.0416 0.8513 -3.4207  0.001
H: 2.8758 2.0338 -2.3743  0.000
H: 1.1755 1.6202 -2.0769  -0.003
H: 1.2804 -3.5537 -0.6969  0.000
H: 2.4054 -2.8323 -1.8905  0.001
H: 0.7594 -2.1752 -1.6763  -0.004
S: -1.1283 0.2141 -2.2719  0.053
C: -2.6369 -0.5636 -2.3563  0.005
N: -3.0475 -1.3720 -1.3527  0.004
C: -4.2814 -1.9067 -1.2693  -0.001
C: -5.1914 -1.7120 -2.2636  0.005
C: -4.7923 -0.9467 -3.3752  0.002
C: -3.5434 -0.3940 -3.4292  0.002
H: -2.3923 -1.5167 -0.5656  -0.005
H: -4.4809 -2.4655 -0.3663  0.000
H: -6.1877 -2.1182 -2.1803  0.000
H: -5.4921 -0.7637 -4.1813  0.000
H: -3.2377 0.2343 -4.2531  -0.001
S: -7.9963 2.0281 -0.9392  0.001
C: -6.4052 1.6436 -0.6024  0.000
S: -5.9689 0.8003 0.8507  0.000
C: -4.2678 0.8364 0.4096  0.011
N: -4.0749 1.4413 -0.7192  -0.006
N: -5.2637 1.8803 -1.2850  0.002
C: -5.0823 2.5434 -2.5347  -0.001
C: -6.0860 2.6185 -3.4947  0.000
C: -5.8221 3.2310 -4.7126  0.000
C: -4.5734 3.7651 -4.9870  0.000
C: -3.5755 3.6780 -4.0255  0.000
C: -3.8191 3.0703 -2.8062  -0.001
S: -3.0586 0.1485 1.3940  0.051
H: -7.0588 2.2043 -3.2908  0.000
H: -6.6112 3.2828 -5.4526  0.000
H: -4.3766 4.2393 -5.9401  0.000
H: -2.5887 4.0778 -4.2222  0.000
H: -3.0320 2.9703 -2.0734  0.000
C: 1.5016 3.5612 0.1764  0.012
C: 0.0712 3.4634 -0.3457  -0.012
C: -0.5990 4.8369 -0.2339  0.009
C: -0.7347 2.3842 0.3724  0.227
H: 2.0915 4.3006 -0.3742  0.000
H: 2.0220 2.6039 0.1337  -0.006
H: 1.4877 3.8697 1.2280  0.000
H: 0.1074 3.2240 -1.4177  0.000
H: -0.6762 5.1318 0.8172  0.000
H: -1.6122 4.8084 -0.6401  -0.005
H: -0.0380 5.6148 -0.7637  0.000
H: -1.7863 2.4947 0.0824  -0.041
H: -0.7223 2.6202 1.4534  -0.012



- Which formula does entry 5 have?
  C25H31N5NiO7PS4



- Which formula does entry 3 have?
  C36H23F4MgN6S2Te



- The highest DFT total energy belongs to which entry?
  C5H12N2



- relative energy (zero: lowest compared OMol25 entry of this formula, charge and spin) of number 5 (C25H31N5NiO7PS4)?
  0.0 kJ/mol